Record 1
35
Properties=species:S:1:pos:R:3:lowdin_charge:R:1 method="wB97M-V/def2-TZVPD" lumo_ev="-10.134 / -10.135" charge=+2 mol_weight_g_mol=452.76 e_homo_ev="-14.1440 / -14.1437" orbital_gap_ev="4.0 / 4.0"
H -3.21 -1.28 0.87 0.136
N -1.67 0.14 0.46 -0.121
B -0.34 2.25 -0.16 -0.458
N -1.65 1.49 0.22 -0.001
C -2.91 1.95 0.20 0.025
Sn 0.22 -0.92 0.74 1.649
H -3.10 2.99 0.02 0.148
C -3.75 0.87 0.50 0.011
H -4.81 0.92 0.59 0.117
C -2.94 -0.25 0.66 -0.071
H -0.54 3.39 -0.47 0.140
C 1.36 -2.72 -0.17 -0.066
H 0.85 -3.57 0.27 -0.053
H 2.38 -2.67 0.26 0.047
H 1.39 -2.84 -1.26 0.036
N 0.26 1.47 -1.36 -0.021
N 0.72 2.12 0.96 -0.004
N 0.51 0.13 -1.27 -0.098
N 1.10 0.90 1.45 -0.132
C 0.47 1.87 -2.63 -0.003
C 1.36 3.07 1.65 0.017
H 0.36 2.91 -2.92 0.150
H 1.15 4.11 1.40 0.156
C 0.87 0.76 -3.36 -0.010
C 2.15 2.46 2.60 0.009
C 0.87 -0.32 -2.48 -0.094
C 1.96 1.08 2.48 -0.060
H 1.14 0.76 -4.39 0.116
H 2.77 2.94 3.33 0.121
H 1.11 -1.35 -2.71 0.115
H 2.38 0.25 3.04 0.135
H 0.04 -5.25 -1.19 0.093
Se 0.22 -6.14 2.37 0.758
C -0.21 -5.84 0.72 -0.878
N -0.53 -5.66 -0.44 0.092

---

Record 2
29
Properties=species:S:1:pos:R:3:lowdin_charge:R:1 method="wB97M-V/def2-TZVPD" lumo_ev=0.605 e_above_lowest_ev=5.970 mol_weight_g_mol=203.05 e_homo_ev=-8.0154 orbital_gap_ev=8.6
B -3.54 0.28 0.27 -0.048
C 3.68 1.33 1.25 -0.105
C 3.36 1.83 0.00 -0.092
C 2.94 0.27 1.67 -0.095
C 2.44 1.20 -0.78 -0.031
C 1.96 -0.38 0.90 -0.045
C 1.65 0.15 -0.31 -0.224
C -1.85 -0.24 -1.06 -0.359
C -4.62 -0.05 1.25 -0.080
C -4.37 1.47 0.73 -0.088
C 1.01 -1.93 -1.57 -0.162
C 0.60 -0.49 -1.16 -0.211
N -0.73 -0.55 -0.39 0.091
O -2.09 -0.10 -2.22 0.037
O 0.62 -2.80 -0.49 -0.095
H 4.25 1.94 1.98 0.123
H 4.02 2.51 -0.46 0.090
H 3.26 -0.26 2.66 0.137
H 2.30 1.65 -1.76 0.119
H 1.37 -1.29 1.21 0.135
H -5.58 -0.47 0.89 0.094
H -4.50 -0.05 2.27 0.040
H -4.00 2.26 1.43 0.090
H -5.15 1.76 0.02 0.074
H 0.43 -2.33 -2.39 0.128
H 2.05 -1.76 -1.64 0.105
H 0.44 0.09 -2.08 0.144
H -0.53 -0.30 0.57 0.119
H 0.55 -3.75 -0.78 0.109

---

Record 3
33
Properties=species:S:1:pos:R:3:lowdin_charge:R:1 method="wB97M-V/def2-TZVPD" lumo_ev="5.065 / 5.085" e_above_lowest_ev=0.100 charge=-2 mol_weight_g_mol=341.31 e_homo_ev="0.5508 / -1.7428" orbital_gap_ev="4.5 / 6.8"
Be -0.13 0.22 0.42 -0.258
O 1.45 -0.33 0.08 -0.068
C 2.33 -0.32 0.97 -0.152
C 2.13 -0.11 2.35 -0.144
C 3.24 -0.12 3.24 0.012
C 3.04 -0.04 4.60 -0.218
C 1.70 0.05 5.08 -0.005
C 0.63 0.05 4.24 -0.012
C 0.79 -0.02 2.82 -0.313
O -0.24 -0.02 2.05 -0.074
N 4.09 -0.04 5.51 -0.445
O 3.84 0.02 6.78 -0.180
O 5.29 -0.15 5.06 -0.165
H 3.37 -0.50 0.64 0.130
H 4.25 -0.20 2.86 0.098
H 1.58 0.10 6.15 0.098
H -0.38 0.12 4.62 0.102
Cl -1.46 -1.01 -0.60 -0.064
C 0.49 4.54 -1.91 -0.259
Ge 0.43 2.57 -1.78 0.673
C -0.57 1.98 -3.37 -0.247
C 2.28 1.98 -2.08 -0.246
C -0.33 1.90 -0.15 -0.220
H 0.91 4.86 -2.88 -0.004
H 1.11 4.96 -1.12 0.000
H -0.51 4.96 -1.81 -0.002
H -0.10 2.37 -4.28 -0.002
H -1.60 2.34 -3.32 0.004
H -0.60 0.89 -3.41 0.002
H 2.67 2.42 -3.00 0.000
H 2.32 0.89 -2.16 0.006
H 2.93 2.28 -1.25 0.011
H -1.25 2.45 0.07 -0.058